one:
7
Properties=species:S:1:pos:R:3:lowdin_charge:R:1 method="wB97M-V/def2-TZVPD" homo_ev="-10.40 / -11.47" homo_lumo_gap_ev="9.5 / 9.2" lumo_energy_ha="-0.034 / -0.084"
C 0.609 1.661 0.212 -0.679
N 0.170 1.359 1.579 -0.467
O -1.032 1.562 1.717 0.083
O 0.967 1.032 2.383 0.068
F -0.150 2.582 -0.405 0.033
Cl 2.229 2.056 0.015 0.796
H 0.664 -0.859 0.365 0.167



two:
7
Properties=species:S:1:pos:R:3:lowdin_charge:R:1 method="wB97M-V/def2-TZVPD" homo_ev="-10.78 / -9.56" homo_lumo_gap_ev="9.2 / 7.1" lumo_energy_ha="-0.059 / -0.092"
C -0.346 0.182 -0.775 -0.858
N 1.163 -0.618 2.698 0.258
O -0.006 -0.484 0.304 -0.124
O 1.091 0.045 1.797 0.063
F 0.660 0.303 -1.748 -0.074
Cl -1.728 -0.728 -1.544 0.584
H -0.836 1.300 -0.731 0.151



Most stable structure: two



one:
18
Properties=species:S:1:pos:R:3:lowdin_charge:R:1 method="wB97M-V/def2-TZVPD" homo_ev="-7.34 / -7.34" homo_lumo_gap_ev="5.6 / 5.6" lumo_energy_ha="-0.065 / -0.065"
C -1.301 1.205 0.039 -0.105
C 0.045 0.975 -0.112 -0.038
C -2.314 0.315 0.060 -0.065
C -3.363 -0.417 -0.065 0.021
C 0.813 -0.294 -0.009 -0.983
C 1.632 -0.233 1.296 -0.128
C 1.766 -0.390 -1.211 -0.132
S -0.191 -1.802 0.032 0.562
H -1.588 2.243 0.189 0.120
H 0.672 1.845 -0.265 0.126
H -3.659 -1.149 0.674 0.081
H -3.983 -0.366 -0.953 0.085
H 2.301 0.625 1.290 0.076
H 2.218 -1.144 1.396 0.076
H 0.962 -0.159 2.149 0.075
H 2.395 -1.270 -1.109 0.076
H 2.401 0.494 -1.269 0.076
H 1.193 -0.477 -2.132 0.075



two:
18
Properties=species:S:1:pos:R:3:lowdin_charge:R:1 method="wB97M-V/def2-TZVPD" homo_ev="-7.67 / -7.68" homo_lumo_gap_ev="8.3 / 8.3" lumo_energy_ha="0.022 / 0.022"
C 1.100 1.421 -0.639 -0.094
C 2.354 1.334 -0.151 -0.099
C 1.136 -0.444 0.730 -0.092
C 0.395 0.332 -0.071 -0.073
C 2.532 0.177 0.744 -0.171
C -2.096 -1.440 -0.079 -0.185
C -1.952 -0.019 -0.479 -0.617
S -2.760 1.173 0.496 0.710
H 0.539 2.041 -1.342 0.102
H 3.141 1.889 -0.380 0.053
H 0.904 -1.185 1.344 0.044
H 3.149 -0.598 0.280 0.135
H 2.696 0.558 1.687 0.099
H -2.674 -1.901 -0.921 0.087
H -2.760 -1.328 0.834 0.066
H -1.161 -2.017 0.123 0.078
H -1.858 0.115 -1.488 0.019
H -2.179 2.369 -0.094 -0.062



three:
18
Properties=species:S:1:pos:R:3:lowdin_charge:R:1 method="wB97M-V/def2-TZVPD" homo_ev=-7.91 smiles="CC1(C)[C@@H]2SC=C[C@@H]21" homo_lumo_gap_ev=8.8 lumo_energy_ha=0.033
C -2.000 -0.464 -0.509 -0.050
C -0.600 -0.235 0.023 -0.502
C -0.535 -0.178 1.528 -0.044
C 0.501 -0.877 -0.797 -0.463
S 2.096 -1.261 -0.077 0.922
C 2.437 0.447 0.159 -0.421
C 1.497 1.284 -0.276 -0.146
C 0.300 0.615 -0.862 -0.228
H -2.456 -1.418 -0.113 0.103
H -2.641 0.357 -0.225 0.074
H -2.014 -0.505 -1.606 0.081
H 0.467 0.067 1.854 0.054
H -0.827 -1.123 1.968 0.083
H -1.205 0.624 1.916 0.099
H 0.187 -1.523 -1.632 0.114
H 3.374 0.737 0.633 0.072
H 1.578 2.367 -0.231 0.107
H -0.158 1.085 -1.754 0.147



Most stable structure: three



one:
16
Properties=species:S:1:pos:R:3:lowdin_charge:R:1 method="wB97M-V/def2-TZVPD" homo_ev=-14.94 smiles="C=[N+]1CC(=O)N(C)C1=O" homo_lumo_gap_ev=9.1 total_charge=+1 lumo_energy_ha=-0.215
C -0.358 2.176 -1.344 0.259
N -0.254 1.252 -0.449 -0.022
C -1.260 0.938 0.374 -0.025
C -0.855 -0.754 0.774 -0.278
O -1.580 -1.486 1.308 0.208
N 0.495 -0.863 0.370 -0.017
C 1.180 -2.126 0.458 0.006
C 0.969 0.229 -0.248 -0.336
O 2.069 0.377 -0.638 0.223
H -1.348 2.613 -1.293 0.130
H 0.398 2.616 -2.022 0.154
H -2.309 1.053 0.066 0.157
H -1.268 1.411 1.296 0.124
H 0.584 -2.864 1.129 0.137
H 1.286 -2.612 -0.615 0.149
H 2.252 -1.960 0.835 0.130



two:
16
Properties=species:S:1:pos:R:3:lowdin_charge:R:1 method="wB97M-V/def2-TZVPD" homo_ev=-14.33 homo_lumo_gap_ev=8.4 total_charge=+1 lumo_energy_ha=-0.216
C 1.516 0.123 -1.028 -0.342
C -0.974 -0.652 -0.426 -0.120
C 0.982 0.393 0.382 -0.051
C -0.192 -0.577 0.750 -0.308
C -0.966 -0.060 1.983 -0.006
N 0.155 0.612 -2.952 0.286
N 0.235 0.152 -1.846 0.037
O 2.593 -0.058 -1.484 0.223
O -1.974 -1.033 -0.875 0.288
H 1.847 0.284 1.127 0.175
H 0.578 1.431 0.341 0.152
H 0.297 -1.634 0.810 0.221
H -0.345 0.106 2.908 0.119
H -1.844 -0.715 2.271 0.120
H -1.291 0.932 1.559 0.111
H -0.618 0.693 -3.521 0.094



Most stable structure: one